Record 1
Entry from OMol25: one molecule with the formula C20H25N3O at a distorted geometry (the ωB97M-V functional and the def2-TZVPD basis).

Properties
frontier orbital gap: 7.89 eV
calculated total energy: -1016.5106 a.u.
ΔE to the lowest compared entry with this formula, charge and spin: 394.94 kJ/mol
SMILES: CCCCCC1=C/C(=C\[C@]2(c3ccc[nH]3)N=CC=C2OC)N=C1C
E_HOMO: -8.2 eV
LUMO energy: -0.3 eV

Structure (ORCA input):
```
! wB97M-V def2-TZVPD RIJCOSX def2/J DEFGRID3
* xyz 0 1
C 0.016 -4.399 5.723
C -0.831 -3.344 5.016
C -0.133 -2.978 3.717
C -0.877 -1.976 2.903
C -0.168 -1.870 1.550
C -0.552 -0.644 0.810
C 0.300 0.330 0.467
C -0.427 1.276 -0.327
C 0.095 2.413 -0.910
C 1.532 2.900 -0.887
C 2.471 2.108 -1.817
C 3.773 1.742 -1.688
C 4.188 0.919 -2.815
C 3.100 0.799 -3.613
N 2.073 1.516 -3.015
N 2.120 2.950 0.508
C 2.343 4.200 0.812
C 1.940 5.093 -0.264
C 1.504 4.333 -1.316
O 1.144 4.733 -2.603
C 0.964 6.158 -2.726
N -1.751 0.903 -0.381
C -1.838 -0.241 0.294
C -3.151 -0.946 0.384
H -0.482 -4.760 6.597
H 0.987 -3.927 6.047
H 0.260 -5.272 5.129
H -1.810 -3.777 4.773
H -0.972 -2.497 5.669
H 0.011 -3.911 3.166
H 0.832 -2.570 3.983
H -0.949 -1.019 3.436
H -1.914 -2.314 2.700
H 0.932 -1.864 1.686
H -0.421 -2.756 0.926
H 1.351 0.306 0.704
H -0.662 3.037 -1.434
H 4.409 2.051 -0.844
H 5.188 0.489 -3.002
H 3.096 0.275 -4.565
H 1.124 1.564 -3.374
H 2.739 4.468 1.818
H 2.109 6.145 -0.241
H 1.892 6.743 -2.591
H 0.250 6.497 -1.993
H 0.615 6.441 -3.761
H -3.020 -2.019 0.312
H -3.828 -0.644 -0.377
H -3.644 -0.730 1.343
*
```

Need the Mulliken charges? In units of e they are: -1.3015, -0.3203, -0.7767, -0.4410, -0.7842, 0.2867, -0.7923, 0.3272, -0.9330, 4.0882, -1.0854, -0.3360, -0.7467, -0.5452, 0.0832, -0.6738, -0.7039, -0.5856, -0.6400, -0.3517, -0.8632, -0.8065, 0.4094, -1.4054, 0.4162, 0.2859, 0.3378, 0.3150, 0.3214, 0.3069, 0.3623, 0.3443, 0.2887, 0.3813, 0.3557, 0.4912, 0.3233, 0.4341, 0.3726, 0.4082, 0.2548, 0.3951, 0.4696, 0.3272, 0.4013, 0.2586, 0.3784, 0.4006, 0.2673



Record 2
Entry from OMol25: one molecule with the formula C20H25N3O3 (the ωB97M-V functional and the def2-TZVPD basis).

Properties
frontier orbital gap: 7.85 eV
calculated total energy: -1166.9966 a.u.
ΔE to the lowest compared entry with this formula, charge and spin: 520.71 kJ/mol
SMILES: COc1ccccc1N1CCN(/N=C/c2cccc(OC)c2OC)CC1
E_HOMO: -7.0 eV
LUMO energy: 0.8 eV

Structure (ORCA input):
```
! wB97M-V def2-TZVPD RIJCOSX def2/J DEFGRID3
* xyz 0 1
C -4.638 -2.632 1.066
O -3.911 -1.557 0.531
C -4.595 -0.517 -0.057
C -5.980 -0.447 -0.078
C -6.638 0.638 -0.633
C -5.904 1.668 -1.187
C -4.525 1.599 -1.191
C -3.831 0.524 -0.631
N -2.445 0.533 -0.704
C -1.624 -0.655 -0.694
C -0.964 -0.889 0.675
N -0.236 0.296 1.077
N 1.041 0.282 0.746
C 1.817 1.292 0.705
C 3.229 1.142 0.411
C 4.090 2.205 0.708
C 5.441 2.109 0.468
C 5.978 0.955 -0.082
C 5.145 -0.106 -0.410
O 5.573 -1.280 -0.965
C 6.929 -1.405 -1.307
C 3.762 -0.013 -0.174
O 2.938 -1.034 -0.592
C 2.936 -2.171 0.243
C -1.081 1.475 1.095
C -1.702 1.703 -0.296
H -3.890 -3.333 1.435
H -5.277 -2.317 1.898
H -5.250 -3.127 0.305
H -6.567 -1.238 0.361
H -7.717 0.669 -0.626
H -6.401 2.518 -1.630
H -3.960 2.390 -1.660
H -0.824 -0.507 -1.432
H -2.217 -1.517 -0.988
H -1.731 -1.104 1.423
H -0.256 -1.714 0.615
H 1.497 2.321 0.907
H 3.681 3.105 1.144
H 6.095 2.934 0.709
H 7.040 0.900 -0.258
H 7.026 -2.386 -1.770
H 7.237 -0.636 -2.024
H 7.576 -1.358 -0.424
H 2.275 -2.893 -0.234
H 3.938 -2.602 0.335
H 2.551 -1.921 1.237
H -0.507 2.346 1.411
H -1.878 1.297 1.824
H -2.354 2.575 -0.263
H -0.896 1.885 -1.019
*
```

Need the Mulliken charges? In units of e they are: -1.0799, -0.1992, 0.7744, -0.6184, -0.7628, -0.7360, -0.3478, 0.3851, 0.1302, -1.0305, -0.6240, 0.0263, 0.0105, -0.2158, 1.0816, -0.9616, -0.7997, -0.6376, 0.9780, -0.3464, -0.9705, 0.0379, -0.5357, -0.7007, -1.1504, -0.7569, 0.2641, 0.3769, 0.3973, 0.3785, 0.3830, 0.3694, 0.5029, 0.4168, 0.5073, 0.4892, 0.2208, 0.2244, 0.3601, 0.3802, 0.3862, 0.2324, 0.3851, 0.3722, 0.2233, 0.3041, 0.2214, 0.3741, 0.3874, 0.5743, 0.3185



Record 3
Entry from OMol25: C20H25N3O3PbS2 as an isolated structure at a distorted geometry (the ωB97M-V functional and the def2-TZVPD basis).

Properties
frontier orbital gap (spin up / spin down): 6.31 / 6.30 eV
calculated total energy: -2155.7236 a.u.
ΔE to the lowest compared entry with this formula, charge and spin: 289.87 kJ/mol
E_HOMO (spin up / spin down): -12.5 / -12.5 eV
LUMO energy (spin up / spin down): -6.2 / -6.2 eV

Structure (ORCA input):
```
! wB97M-V def2-TZVPD RIJCOSX def2/J DEFGRID3
* xyz 2 1
C 4.476 0.725 1.444
C 5.518 -0.188 1.081
H 4.766 1.763 1.607
H 3.788 0.408 2.257
C 5.149 -1.310 0.312
C 3.830 -1.340 -0.090
H 3.051 -0.706 0.382
H 3.576 -2.121 -0.813
C 6.989 0.027 1.334
H 7.225 1.024 1.725
H 7.610 -0.147 0.439
H 7.376 -0.692 2.066
C 6.099 -2.452 0.037
H 6.503 -2.907 0.947
H 6.944 -2.137 -0.574
H 5.561 -3.227 -0.502
Pb -2.508 -0.317 1.383
O 0.017 0.307 0.695
C 0.621 0.362 -0.410
O -2.207 -0.540 -0.857
C -1.328 -0.370 -1.735
O -1.638 -0.587 -2.983
N -0.013 -0.010 -1.596
C -0.491 -0.269 -3.830
C 0.671 -0.039 -2.913
H -0.755 0.636 -4.393
H -0.303 -1.124 -4.487
H 1.188 0.912 -3.081
H 1.367 -0.896 -2.929
C 2.020 0.808 -0.590
C 2.958 1.504 0.259
H 2.618 0.582 -1.509
H 2.462 2.143 1.038
H 3.725 2.026 -0.379
C -4.635 -3.364 -0.103
C -5.457 -2.189 0.304
N -4.943 -1.045 0.732
C -5.912 -0.049 0.920
C -7.206 -0.508 0.686
S -7.211 -2.180 0.187
C -5.457 1.296 1.209
C -6.183 2.453 1.371
S -5.148 3.849 1.516
C -3.739 2.830 1.411
N -4.068 1.554 1.235
C -2.344 3.361 1.425
H -4.351 -3.980 0.771
H -5.185 -4.015 -0.807
H -3.715 -3.011 -0.601
H -8.127 0.066 0.767
H -7.267 2.521 1.376
H -2.278 4.240 0.758
H -2.033 3.699 2.431
H -1.608 2.622 1.075
*
```

Need the Mulliken charges? In units of e they are: -1.5083, 1.5465, 0.3831, 0.3540, 0.9212, -0.7008, 0.0584, 0.2163, -1.4093, 0.3636, 0.3546, 0.3757, -1.5261, 0.3396, 0.3409, 0.3962, 1.2709, -0.7354, 0.9769, -0.6099, 0.4482, -0.3211, 0.3984, -0.4342, -0.5439, 0.2856, 0.3318, 0.4092, 0.2466, -0.7324, -0.8480, 0.2309, 0.3498, 0.3182, -1.0086, 0.4430, -0.0891, 0.0017, -0.4359, -0.0595, 0.0054, -0.2969, -0.0843, 0.6666, -0.1685, -0.9240, 0.2872, 0.3956, 0.1666, 0.3851, 0.4126, 0.3591, 0.3133, 0.0838



Record 4
Entry from OMol25: C20H25N5O7PSY as an isolated structure (the ωB97M-V functional and the def2-TZVPD basis).

Properties
frontier orbital gap: 7.35 eV
calculated total energy: -2355.7532 a.u.
ΔE to the lowest compared entry with this formula, charge and spin: 0.35 kJ/mol
E_HOMO: -8.1 eV
LUMO energy: -0.8 eV

Structure (ORCA input):
```
! wB97M-V def2-TZVPD RIJCOSX def2/J DEFGRID3
* xyz 0 1
Y -1.073 0.397 -0.316
O -4.928 2.434 -0.325
C -4.025 1.627 -0.378
O -2.755 1.832 -0.246
C -4.350 0.150 -0.605
C -5.617 -0.373 -0.799
C -5.740 -1.749 -0.939
C -4.615 -2.562 -0.862
C -3.389 -1.953 -0.661
N -3.283 -0.635 -0.557
C -2.065 -2.682 -0.497
O -2.035 -3.897 -0.529
O -1.067 -1.875 -0.330
H -6.465 0.296 -0.831
H -6.715 -2.191 -1.098
H -4.663 -3.639 -0.945
C 4.845 1.873 -1.008
C 3.986 3.129 -0.967
N 2.671 2.944 -1.558
C 1.629 2.371 -0.928
S 0.118 2.387 -1.794
N 1.876 1.924 0.295
N 0.809 1.374 0.934
C 0.908 1.223 2.210
C 2.094 1.644 3.017
C -0.244 0.595 2.891
C -0.295 0.471 4.274
C -1.400 -0.120 4.863
C -2.431 -0.575 4.060
C -2.308 -0.419 2.691
N -1.248 0.148 2.118
H 5.806 2.059 -0.525
H 5.033 1.562 -2.036
H 4.343 1.053 -0.498
H 4.470 3.940 -1.515
H 3.853 3.462 0.063
H 2.479 3.318 -2.470
H 2.875 2.005 2.357
H 2.476 0.806 3.605
H 1.821 2.442 3.712
H 0.521 0.837 4.879
H -1.454 -0.221 5.939
H -3.312 -1.043 4.474
H -3.087 -0.762 2.021
C 2.517 0.344 -3.700
O 2.641 -0.229 -2.396
P 1.402 -1.022 -1.735
O 1.138 -2.042 -2.955
C 0.183 -3.106 -2.860
O 2.222 -1.975 -0.722
C 2.136 -1.757 0.685
H 3.417 0.931 -3.868
H 1.639 0.990 -3.761
H 2.450 -0.442 -4.452
H 0.431 -3.814 -3.646
H -0.827 -2.727 -3.022
H 0.225 -3.597 -1.890
H 2.672 -2.575 1.159
H 1.095 -1.776 1.016
H 2.609 -0.812 0.961
*
```

Need the Mulliken charges? In units of e they are: 1.0689, -0.6811, 0.2822, -0.7230, 0.3304, -0.6307, -0.2858, -0.8608, 0.3517, 0.1649, 0.0532, -0.7031, 0.2459, 0.5329, 0.4392, 0.5662, -0.7104, -0.5034, -0.0094, -0.1089, -0.4754, -0.5767, 0.7481, 0.6011, -1.9268, 0.4923, -0.9245, -0.4560, -0.9980, 0.0184, 0.4001, 0.4085, 0.2008, 0.0364, 0.4242, 0.2250, 0.2994, 0.2822, 0.3923, 0.4693, 0.4274, 0.4212, 0.4414, 0.3545, -0.7365, -0.1986, 0.5367, -0.4341, -0.6712, -0.4608, -0.2915, 0.2063, 0.3153, 0.2889, 0.2959, 0.2083, 0.3099, 0.3608, 0.0610, 0.1054